C6H11N3O | the ωB97M-V functional and the def2-TZVPD basis

frontier orbital gap: 9.64 eV
energy above the lowest of the compared OMol25 structures with the same formula, charge and spin: 0.696 eV
multiplicity: 1

```
21
Properties=species:S:1:pos:R:3:nbo_charge:R:1
C -0.4957 -0.8129 -2.8766 -0.639
C -0.9819 0.3014 -1.9964 0.111
C -1.8810 1.2904 -2.2364 -0.131
N -1.9575 2.0272 -1.0624 -0.530
C -1.0524 1.4780 -0.2209 0.189
N -0.5153 0.3973 -0.7071 -0.479
H 0.0033 -0.4511 -3.7744 0.221
H -1.3289 -1.4511 -3.1734 0.221
H 0.1929 -1.4125 -2.2833 0.231
H -2.6261 1.4345 -2.9994 0.217
H -2.0510 3.0311 -0.9982 0.411
H -0.7681 1.9361 0.7136 0.187
C 2.0250 -1.0807 0.8212 -0.739
C 1.6236 -1.1687 2.2509 0.681
N 0.7223 -0.2195 2.7276 -0.853
O 1.9702 -2.0641 2.9960 -0.601
H 2.7636 -0.2800 0.7642 0.223
H 1.2457 -0.8805 0.0974 0.271
H 2.5126 -1.9877 0.4696 0.233
H 0.3959 -0.4958 3.6434 0.392
H 0.8418 0.7677 2.5859 0.384
```